(1)
57
Properties=species:S:1:pos:R:3 method="wB97M-V/def2-TZVPD" e_tot_ev=-49908.707 homo_ev=-1.74 homo_lumo_gap_ha=0.22634 total_charge=-2
F 3.15152 -0.20575 0.19282
O 4.27870 1.13646 -4.58575
O 2.07194 -4.91681 -0.33935
O -0.97196 -0.27818 0.98504
O -5.83788 0.60975 -1.10756
O 0.98693 1.35706 0.04416
O -5.25901 -1.90300 0.55922
O 2.21925 3.09845 2.51956
O 0.77219 -0.65355 -1.89407
O -2.85776 2.82342 4.53804
O -1.29205 1.27743 -1.40525
N 1.35267 1.09428 2.81901
N 2.94700 -3.09132 -0.80595
N 0.84308 2.72462 4.18154
N -2.86718 0.68470 3.93809
N 3.35022 -0.23136 -3.27879
N -2.06736 2.07210 2.67715
N 0.88415 -2.94427 -0.09282
N -0.63183 -0.68226 -3.54171
N 3.56850 1.78911 -2.54294
N 0.47504 -2.53684 -3.05164
C 1.51424 2.34897 3.13270
C 3.65554 0.98279 -3.60272
C -2.56152 1.91234 3.80645
C -4.69846 0.17931 -0.69665
C 1.91388 -3.69502 -0.32689
C 0.32460 -1.23929 -2.84666
C -2.28847 0.72038 -0.86057
C -3.71441 0.98094 -1.16552
C -2.05805 -0.25923 0.43407
C -3.17633 -1.09374 0.86162
C -4.37799 -0.96257 0.29027
H -0.97903 0.23113 -3.28622
H -2.00055 1.32295 2.00305
H 0.22682 2.07479 4.64850
H 1.73268 0.76532 -0.07953
H -0.18183 -3.03638 -3.63395
H 0.82519 -2.01155 -0.47577
H 0.07248 -3.53037 -0.22613
H 2.65792 -0.30199 -2.54678
H 3.03232 1.39942 -1.78086
H -3.88356 1.86576 -1.76125
H 0.27125 1.04364 -0.51367
H 3.54440 -0.92399 -3.98778
H -2.84136 -1.87330 1.52982
H 0.73838 0.53928 3.39757
H 0.79986 1.39488 0.98499
H 1.03265 -3.08287 -2.41054
H -3.36921 0.31001 4.73034
H 1.09240 3.50720 4.76935
H 3.75189 -3.62644 -1.09905
H -1.65923 2.98035 2.50800
H 3.86767 2.75275 -2.58771
H -2.61147 -0.12787 3.39545
H 2.16195 0.63843 2.42232
H 3.12227 -2.11634 -0.60901
H -1.05313 -1.29387 -4.22621

***

(2)
56
Properties=species:S:1:pos:R:3 method="wB97M-V/def2-TZVPD" e_tot_ev=-66506.152 homo_ev=-10.12 homo_lumo_gap_ha=0.17467 total_charge=+1
S 1.03514 -2.33542 4.41973
P -2.30148 -4.15728 1.15521
F 3.11349 -1.22605 1.45522
F 1.28774 -0.43092 2.17476
F 3.11028 -2.94232 3.10153
F 1.40750 -3.85689 2.27343
F 1.30876 -1.90693 0.58364
O -3.80116 -3.60379 1.01471
O 1.43498 -3.37592 5.30181
O -1.35853 -3.56999 -0.02644
O -3.43522 -1.22268 3.52001
O 1.43711 -1.09690 4.96255
O -3.21488 0.09533 1.58329
O -2.30099 -5.59483 1.03032
N -1.61540 -3.76784 2.69100
N 0.96841 1.95292 -3.38149
N -0.68776 -2.42208 4.34607
N -1.38971 -1.49254 2.25802
C 1.97293 3.93241 -4.65663
C 1.03634 2.71955 -4.61790
C 0.56695 2.69031 -2.19890
C -1.22881 -2.56947 3.07281
C 2.08574 1.05148 -3.14146
C -1.40398 1.83212 1.57540
C -0.75947 3.42283 -2.35400
C 3.43641 1.66578 -2.76095
C -2.21855 0.78060 0.79535
C 1.86310 -1.53303 1.73213
C 1.85492 -2.71355 2.79150
B -2.72015 -0.84452 2.42353
H -1.51198 -4.54497 3.34518
H 1.33290 3.41315 -1.88182
H -1.15137 -1.67964 1.28171
H -1.91609 2.80210 1.62426
H -1.52043 0.11267 0.26066
H 0.02763 3.06435 -4.86061
H 3.93590 2.10900 -3.62074
H 4.09956 0.88575 -2.37911
H -0.70339 4.22082 -3.09476
H 1.29499 2.04670 -5.43936
H -1.03628 3.88387 -1.40321
H 1.70344 4.57706 -5.49551
H 0.45079 1.97869 -1.37283
H -1.63948 -4.08494 -0.80809
H 1.78995 0.36376 -2.33941
H 2.22315 0.41527 -4.02030
H -1.05595 -3.17526 4.93220
H 1.91337 4.53739 -3.75041
H -1.14340 1.54412 2.60625
H -0.44669 1.94409 1.03962
H -1.55707 2.73492 -2.64178
H -4.26350 -0.72085 3.57597
H -2.77000 1.31984 0.01127
H 3.01068 3.63817 -4.80665
H 3.34537 2.42368 -1.98186
H -3.89585 -3.29013 0.09508

***

(3)
47
Properties=species:S:1:pos:R:3 method="wB97M-V/def2-TZVPD" e_tot_ev=-37617.832 homo_ev=-3.63 homo_lumo_gap_ha=0.23963 total_charge=-1
P -1.50283 1.26484 -2.09757
O -1.17951 2.59515 0.27033
O -3.27212 1.80863 0.02082
O -2.13534 2.54439 -2.94715
O -4.62687 0.68970 -1.29242
O -2.20284 -0.16944 -2.51867
O -5.07176 -1.35244 0.89194
O 0.18081 -1.43890 0.59726
N -2.69008 -0.99165 1.21749
C 0.35040 -2.77227 0.50447
C -4.01241 0.69391 -0.30010
C 0.92806 1.35177 2.08294
C 0.97316 1.31486 0.55020
C 2.94423 -1.07838 0.05858
C 0.24164 2.58810 0.05651
C 2.97050 0.25242 -0.76144
C 2.14300 0.01286 -2.02934
C -1.86890 1.54177 -0.27855
C 1.36330 -3.26359 1.56245
C 2.46024 1.42535 0.08172
B -3.97030 -0.60641 0.64115
H 0.74131 -3.16145 -0.47247
H -4.75881 -2.26645 0.95460
H 2.56786 2.35576 -0.47996
H 1.01329 -3.04336 2.57403
H -2.83789 2.98136 -2.43153
H 2.34039 -2.79388 1.42043
H 3.96483 -1.41670 0.22968
H -1.96019 -1.11598 0.50232
H 3.99810 0.41889 -1.08164
H 0.52956 2.84641 -0.96003
H 2.46338 -0.92181 1.01539
H 1.50537 -4.35472 1.48953
H 0.58398 0.37769 0.16018
H 1.55053 2.18853 2.40126
H 1.20399 0.40627 2.53192
H -1.62384 0.61874 0.25520
H -0.09089 1.61490 2.36920
H -2.24044 -0.26065 -3.47845
H 2.64583 -0.66183 -2.72074
H -0.56091 -3.40573 0.65972
H 0.61882 3.40463 0.67036
H 3.12301 1.46081 0.94317
H 2.41689 -1.83693 -0.50218
H 1.90900 0.95412 -2.51756
H -2.35381 -0.31298 1.89169
H 1.22828 -0.48631 -1.73474

***

(4)
51
Properties=species:S:1:pos:R:3 method="wB97M-V/def2-TZVPD" e_tot_ev=-40926.047 homo_ev=-9.91 homo_lumo_gap_ha=0.18544 total_charge=+1
Bi -0.49184 0.31274 -0.36097
O 1.32444 -0.72648 0.55924
O 1.68230 0.82192 -2.28593
O -0.22361 -1.80367 -2.61363
O -0.57019 0.61244 -5.20862
O -0.80220 2.17450 2.25145
O -2.05056 -0.41883 2.53018
O -2.74953 1.47703 -0.36439
N 1.11851 1.40338 -1.28121
N -0.19581 2.01294 1.09601
N 2.17072 -1.12156 2.64975
N 3.30587 -1.71568 0.68542
N -1.71454 -0.84598 1.21839
N -0.83991 -1.60207 -1.32483
C 1.18264 3.95283 1.60126
C -1.32298 -2.54305 -0.50473
C 0.84431 2.82615 0.69714
C -1.50481 1.10356 -4.26083
C 2.63215 3.18215 -1.24951
C -1.86862 -2.13320 0.84373
C -1.39252 -3.93216 -1.04077
C 0.99469 -0.61935 3.35904
C 2.24214 -1.17523 1.31260
C -2.58731 -3.11766 1.71003
C 1.52039 2.50255 -0.55988
H -1.81665 0.25932 -3.64603
H -2.39703 -4.02143 -1.52411
H 0.20656 -0.92539 -2.81816
H -2.34930 1.65453 -4.70698
H -1.05350 0.23860 -5.95968
H -2.30482 2.07448 0.28903
H -0.89283 1.70325 -3.58860
H -0.58308 -3.97280 -1.80741
H 4.10080 -2.12389 1.19852
H 1.23955 -0.67380 4.41816
H 2.96300 -1.52560 3.15423
H -1.26170 -4.63679 -0.18811
H 2.84286 4.09156 -0.66752
H 1.42881 3.54454 2.60896
H -2.98843 0.74482 0.25603
H -3.20046 -3.76769 1.03881
H -3.20520 -2.52243 2.41853
H 0.27657 4.59613 1.68164
H 0.75128 0.42488 3.11594
H 0.07068 -1.19068 3.17991
H -1.82833 -3.73407 2.25219
H 3.24869 -1.67018 -0.31434
H -1.73108 0.53244 2.60423
H 2.28001 3.35803 -2.29621
H 3.46134 2.43554 -1.29065
H 2.03853 4.47933 1.13272

***

(5)
49
Properties=species:S:1:pos:R:3 method="wB97M-V/def2-TZVPD" e_tot_ev=-198297.406 homo_ev=-10.85 homo_lumo_gap_ha=0.26291 total_charge=+1
Br 0.18158 0.65104 -5.88083
Br 0.89730 -2.42838 -3.03994
S -1.06153 -0.70624 6.02353
S -3.00535 -2.36171 0.86979
S 2.37186 4.61045 -3.82201
F 3.33602 4.20485 -5.08153
O 3.15151 5.45730 -2.91469
O 1.18687 5.28157 -4.38889
O -0.95012 -1.64380 4.86495
O -2.34869 -1.19720 0.19294
N 2.50323 1.53715 -1.10426
N 2.31288 1.89159 -3.75313
C -3.09887 -1.97904 2.62612
C 1.69431 0.57292 -3.33750
C 1.77140 3.05307 -2.99263
C 2.33149 2.94837 -1.52441
C 0.30619 -1.06907 7.13932
C 1.54011 0.64077 -1.76199
C -2.35687 -1.34153 7.10381
C 0.28015 0.36278 -3.93115
C -0.37157 -1.02369 -3.58905
C -1.76335 -3.65769 1.03003
C -1.52596 -0.92236 -2.51952
H -3.31019 -1.25042 6.58538
H -0.37554 1.13726 -3.47321
H 0.51265 0.93715 -1.45085
H 1.23446 -0.78565 6.64601
H -2.25714 -1.71280 -2.79994
H -1.17576 -1.18514 -1.51008
H -0.85399 -1.39147 -4.51539
H -1.51805 -4.02301 0.03315
H 2.43140 -0.19442 -3.65675
H -2.16825 -4.47545 1.62597
H -0.86681 -3.25449 1.50262
H 0.66926 3.08778 -3.07155
H -3.45928 -2.85340 3.16850
H 1.68831 -0.36814 -1.32284
H -2.07433 0.03771 -2.57325
H -2.11724 -1.68644 2.99664
H 1.69889 3.52933 -0.83171
H 3.45527 1.23001 -1.28988
H 3.31115 1.82491 -3.51574
H 3.35395 3.39118 -1.52250
H 0.32533 -2.13525 7.36719
H -2.38547 -0.75267 8.02083
H 0.19032 -0.48922 8.05528
H 2.27350 2.04685 -4.77121
H -2.16592 -2.39017 7.33399
H -3.79910 -1.15520 2.76040